[1]
Entry from the OMol25 dataset: 13 unconnected molecules or ions with the total composition C48H113B3F16N13O18S4 at a distorted geometry (the ωB97M-V functional and the def2-TZVPD basis).

Results
HOMO-LUMO gap (alpha / beta) ... 2.59 / 8.67 eV
Expectation value of S² ... 0.751
Spin multiplicity ... 2
Charge ... +2

The geometry in XYZ format:
```
215
Properties=species:S:1:pos:R:3:mulliken_charge:R:1
C -25.865 -23.308 -11.072 -1.320
C -25.385 -21.960 -11.601 0.215
N -26.162 -21.731 -12.854 0.374
C -26.512 -22.528 -13.922 -0.359
C -27.114 -21.805 -14.912 -0.429
N -27.348 -20.539 -14.423 0.407
C -26.684 -20.497 -13.194 -0.396
C -28.060 -19.400 -15.021 -0.739
H -26.838 -23.186 -10.596 0.326
H -25.182 -23.606 -10.277 0.391
H -26.002 -24.074 -11.835 0.352
H -24.329 -22.048 -11.858 0.285
H -25.459 -21.171 -10.853 -0.034
H -26.397 -23.602 -13.949 0.332
H -27.475 -22.120 -15.880 0.475
H -26.605 -19.608 -12.585 0.327
H -29.128 -19.600 -15.108 0.489
H -27.724 -19.258 -16.048 0.394
H -27.921 -18.432 -14.539 -0.173
C -31.792 -14.890 -13.044 -1.306
C -30.610 -14.145 -13.661 1.726
N -29.406 -14.596 -12.968 1.350
C -28.588 -15.637 -13.293 -1.184
C -27.538 -15.559 -12.338 -0.912
N -27.806 -14.652 -11.348 1.297
C -28.900 -14.016 -11.817 -1.490
C -26.925 -14.075 -10.376 0.580
H -31.598 -15.930 -12.780 0.325
H -32.712 -14.916 -13.627 0.364
H -32.064 -14.574 -12.036 0.164
H -30.778 -13.104 -13.386 -0.454
H -30.382 -14.270 -14.719 -0.779
H -28.785 -16.269 -14.146 0.495
H -26.605 -16.098 -12.257 0.877
H -29.455 -13.262 -11.279 0.639
H -26.732 -14.796 -9.581 0.118
H -27.452 -13.217 -9.960 -0.410
H -25.976 -13.794 -10.834 -0.343
C -33.725 -11.824 -13.278 -0.237
C -33.816 -10.280 -13.373 -0.898
N -34.540 -9.633 -12.300 0.323
C -35.813 -9.186 -12.217 -0.404
C -36.102 -8.567 -11.001 -0.197
N -34.946 -8.455 -10.434 0.142
C -33.962 -9.119 -11.136 -0.369
C -34.632 -7.603 -9.280 -0.802
H -33.415 -12.271 -14.223 0.131
H -34.684 -12.298 -13.068 0.479
H -33.090 -12.204 -12.478 -0.070
H -34.264 -9.834 -14.261 0.492
H -32.803 -9.885 -13.451 0.268
H -36.502 -9.556 -12.962 0.403
H -37.090 -8.313 -10.647 0.442
H -32.937 -9.381 -10.924 0.300
H -34.277 -6.619 -9.585 0.377
H -33.710 -7.916 -8.791 0.258
H -35.400 -7.419 -8.529 0.333
C -26.090 -9.990 -9.033 -0.942
O -27.216 -10.330 -8.248 0.185
C -28.340 -9.548 -8.521 -0.858
C -29.376 -9.844 -7.408 -0.862
N -28.776 -9.801 -5.861 -0.043
H -29.648 -9.648 -5.375 0.398
H -28.368 -10.682 -5.581 0.400
C -27.774 -8.622 -5.488 -0.580
C -28.469 -7.187 -5.462 -0.654
O -29.168 -6.970 -6.653 -0.142
C -29.655 -5.692 -6.792 -0.903
H -26.226 -9.055 -9.578 0.427
H -26.056 -10.741 -9.822 0.037
H -25.227 -10.062 -8.372 0.269
H -28.794 -9.881 -9.454 0.320
H -28.072 -8.492 -8.550 0.637
H -29.934 -10.762 -7.594 0.498
H -30.237 -9.175 -7.426 0.502
H -27.002 -8.637 -6.257 0.170
H -27.284 -8.839 -4.539 0.529
H -27.710 -6.439 -5.236 0.460
H -29.112 -7.130 -4.584 0.400
H -30.332 -5.263 -6.054 0.336
H -30.176 -5.627 -7.748 0.262
H -28.804 -5.021 -6.906 0.348
C -29.356 -10.870 -14.454 -0.521
O -29.304 -12.052 -15.131 0.255
C -27.987 -12.213 -15.679 -1.829
C -27.871 -13.501 -16.542 0.513
N -28.870 -13.447 -17.650 0.310
H -29.285 -14.347 -17.843 0.481
H -29.716 -12.962 -17.388 0.494
C -28.251 -12.853 -18.969 -0.738
C -27.969 -11.360 -18.816 -0.761
O -29.214 -10.721 -18.559 -0.253
C -29.100 -9.331 -18.502 -0.925
H -28.777 -10.780 -13.535 0.339
H -30.405 -10.663 -14.242 -0.360
H -29.150 -10.210 -15.297 0.319
H -27.425 -12.418 -14.767 0.461
H -27.626 -11.306 -16.164 0.619
H -28.123 -14.305 -15.850 -0.618
H -26.859 -13.646 -16.919 0.143
H -29.013 -12.858 -19.749 0.451
H -27.310 -13.391 -19.081 0.434
H -27.519 -11.038 -19.755 0.621
H -27.147 -11.138 -18.134 0.387
H -30.038 -8.795 -18.650 0.262
H -28.499 -8.880 -19.291 0.364
H -28.543 -9.013 -17.620 0.350
C -19.904 -15.944 -15.085 -0.766
O -19.888 -15.813 -13.645 -0.246
C -18.516 -15.329 -13.163 -0.708
C -18.704 -13.866 -12.607 -0.565
N -19.928 -13.795 -11.653 0.046
H -19.901 -12.837 -11.333 0.414
H -20.761 -14.140 -12.108 0.024
C -19.727 -14.694 -10.389 -0.422
C -20.940 -14.462 -9.539 -0.888
O -22.081 -15.220 -10.021 -0.177
C -23.281 -15.014 -9.434 -0.554
H -20.155 -14.990 -15.548 0.266
H -20.631 -16.612 -15.546 0.285
H -18.937 -16.388 -15.321 0.367
H -17.712 -15.453 -13.888 0.490
H -18.071 -15.845 -12.313 0.404
H -19.076 -13.263 -13.435 0.272
H -17.815 -13.448 -12.135 0.446
H -18.889 -14.413 -9.752 0.372
H -19.692 -15.736 -10.707 0.365
H -21.274 -13.425 -9.520 0.386
H -20.706 -14.791 -8.526 0.488
H -22.976 -14.850 -8.400 0.389
H -24.101 -15.705 -9.631 0.054
H -23.716 -14.020 -9.536 0.211
C -32.625 -20.779 -4.132 -0.813
O -31.974 -20.434 -5.341 -0.280
C -31.200 -21.585 -5.696 -0.704
C -31.267 -21.733 -7.239 -0.807
N -30.834 -20.548 -8.097 -0.085
H -30.825 -21.119 -8.930 0.379
H -31.510 -19.799 -8.144 0.384
C -29.439 -19.987 -7.698 -0.801
C -29.075 -18.765 -8.467 -0.271
O -30.159 -17.857 -8.280 -0.490
C -30.097 -16.900 -9.276 -0.671
H -33.182 -21.703 -4.288 0.361
H -33.355 -19.990 -3.952 0.254
H -31.967 -20.970 -3.285 0.326
H -31.507 -22.521 -5.228 0.563
H -30.217 -21.515 -5.230 0.405
H -32.336 -21.902 -7.373 0.374
H -30.739 -22.584 -7.668 0.435
H -28.805 -20.843 -7.931 0.461
H -29.608 -19.775 -6.642 0.406
H -28.768 -18.943 -9.498 0.274
H -28.218 -18.325 -7.957 0.321
H -29.363 -16.129 -9.039 0.137
H -31.039 -16.360 -9.369 0.369
H -29.934 -17.234 -10.301 0.390
C -22.868 -7.647 -17.927 -0.833
O -22.548 -8.941 -17.401 -0.240
C -21.815 -8.981 -16.198 -0.928
C -21.780 -10.448 -15.735 -0.420
N -23.198 -11.179 -15.885 1.109
H -23.697 -10.778 -15.104 0.317
H -23.708 -10.776 -16.658 0.078
C -23.375 -12.711 -15.840 -1.684
C -22.364 -13.318 -14.860 0.086
O -22.491 -12.789 -13.505 -0.120
C -23.716 -13.089 -12.722 -1.299
H -23.733 -7.840 -18.562 0.225
H -22.043 -7.311 -18.556 0.293
H -22.999 -6.854 -17.191 0.332
H -22.407 -8.504 -15.417 0.471
H -20.869 -8.441 -16.233 0.351
H -21.478 -10.502 -14.689 0.129
H -21.114 -11.144 -16.244 0.387
H -23.170 -13.094 -16.839 0.097
H -24.443 -12.864 -15.685 0.098
H -21.326 -13.061 -15.071 0.126
H -22.424 -14.406 -14.822 0.545
H -23.592 -12.765 -11.689 0.308
H -24.038 -14.128 -12.655 0.293
H -24.636 -12.614 -13.062 0.215
N -28.346 -12.381 -5.266 -0.276
S -27.713 -13.149 -4.187 0.867
O -26.332 -12.883 -4.023 -0.595
O -28.119 -14.551 -4.016 -0.601
F -28.335 -12.529 -2.833 -0.300
S -27.646 -13.246 -6.534 1.108
O -27.961 -14.659 -6.654 -0.509
O -26.401 -12.773 -7.166 -0.638
F -28.687 -12.557 -7.681 -0.162
N -30.793 -15.252 -17.514 -0.235
S -30.572 -16.670 -17.270 0.795
O -31.292 -17.646 -18.032 -0.632
O -30.320 -17.030 -15.873 -0.528
F -29.101 -16.831 -17.917 -0.339
S -32.505 -15.197 -17.401 1.000
O -33.030 -15.979 -16.290 -0.524
O -33.277 -15.235 -18.632 -0.594
F -32.781 -13.678 -16.888 -0.242
B -25.609 -15.902 -15.316 -0.637
F -24.306 -15.848 -15.530 -0.207
F -26.209 -16.042 -16.517 -0.291
F -26.074 -16.894 -14.537 0.255
F -25.827 -14.660 -14.748 0.513
B -31.631 -12.107 -10.089 -0.466
F -31.406 -11.499 -11.323 -0.184
F -32.352 -13.274 -10.191 -0.359
F -30.398 -12.280 -9.584 0.271
F -32.299 -11.283 -9.222 -0.398
B -25.512 -18.289 -10.032 0.340
F -26.325 -17.255 -9.559 -0.247
F -25.452 -18.084 -11.348 -0.213
F -24.276 -18.359 -9.402 -0.353
F -26.125 -19.430 -9.723 -0.367
```


[2]
Entry from the OMol25 dataset: 10 unconnected molecules or ions with the total composition C48H113N3O10 at a distorted geometry (the ωB97M-V functional and the def2-TZVPD basis).

Results
HOMO-LUMO gap ... 9.49 eV
Energy above the lowest of the compared OMol25 structures with the same formula, charge and spin ... 0.689 eV
SMILES string ... CC1(C)CCCC(C)(C)N1O.CC1(C)CCCC(C)(C)N1O.CC1(C)CCCC(C)(C)N1O.CC(C)O.CC(C)O.CC(C)O.CC(C)O.CC(C)O.CC(C)O.CC(C)O
Charge ... 0

The geometry in XYZ format:
```
174
Properties=species:S:1:pos:R:3:mulliken_charge:R:1
C -20.459 -7.321 -0.341 -1.649
C -19.299 -7.283 0.662 1.717
C -18.237 -8.411 0.214 -1.394
C -18.711 -5.880 0.577 -1.488
C -17.714 -5.579 1.706 -0.562
C -18.394 -5.758 2.968 -1.166
C -18.915 -7.224 3.143 1.771
C -17.810 -8.304 3.306 -1.394
C -19.701 -7.288 4.460 -2.171
N -19.846 -7.439 2.001 0.024
O -20.345 -8.795 2.121 2.651
H -21.222 -6.569 -0.091 0.131
H -20.081 -7.147 -1.355 0.778
H -20.964 -8.293 -0.288 -0.361
H -17.968 -8.376 -0.849 0.560
H -17.266 -8.309 0.660 0.366
H -18.635 -9.385 0.502 -0.256
H -18.232 -5.791 -0.388 0.416
H -19.631 -5.290 0.629 0.385
H -16.793 -6.141 1.582 0.325
H -17.255 -4.578 1.716 0.463
H -19.203 -5.024 3.009 0.246
H -17.618 -5.630 3.710 0.369
H -16.933 -8.217 2.659 0.182
H -18.225 -9.294 3.140 -0.142
H -17.421 -8.215 4.318 0.710
H -19.001 -7.094 5.278 0.582
H -20.191 -8.244 4.645 0.105
H -20.493 -6.529 4.444 0.412
H -21.269 -8.607 2.276 -0.949
C -18.396 -20.153 -0.553 -2.082
C -18.626 -18.781 0.000 1.943
C -18.515 -17.759 -1.114 -1.239
C -20.136 -18.732 0.492 -1.486
C -20.460 -17.452 1.362 0.868
C -19.442 -17.352 2.495 -1.529
C -17.980 -17.382 2.058 2.219
C -17.698 -15.978 1.471 -1.358
C -17.110 -17.532 3.313 -1.978
N -17.856 -18.595 1.272 -0.153
O -16.428 -18.518 0.721 -0.484
H -19.200 -20.365 -1.245 0.387
H -17.433 -20.228 -1.074 0.379
H -18.405 -20.927 0.213 0.492
H -19.145 -18.042 -1.976 0.422
H -18.711 -16.752 -0.795 -0.019
H -17.457 -17.677 -1.351 0.363
H -20.705 -18.654 -0.429 0.379
H -20.423 -19.629 1.037 0.457
H -20.526 -16.495 0.854 -0.959
H -21.455 -17.484 1.772 0.714
H -19.596 -18.136 3.235 0.511
H -19.664 -16.443 3.051 0.202
H -17.466 -15.373 2.357 0.511
H -18.512 -15.512 0.915 -0.391
H -16.847 -15.915 0.805 0.327
H -17.400 -18.504 3.744 0.543
H -17.250 -16.684 4.017 0.221
H -16.057 -17.664 3.049 0.391
H -16.086 -19.303 1.178 0.338
C -25.011 -5.616 0.813 -1.741
C -25.333 -6.588 1.939 1.668
C -25.082 -5.879 3.279 -2.079
C -26.851 -6.831 1.829 -1.412
C -27.219 -7.768 0.707 -0.577
C -26.416 -9.100 0.786 -0.800
C -24.883 -8.867 0.893 1.346
C -24.227 -10.242 1.320 -1.545
C -24.418 -8.513 -0.518 -0.559
N -24.676 -7.870 1.984 0.890
O -23.229 -7.680 2.116 0.210
H -25.417 -5.871 -0.155 0.439
H -25.397 -4.629 1.084 0.539
H -23.914 -5.509 0.719 0.072
H -25.304 -6.574 4.088 0.366
H -24.067 -5.556 3.363 0.311
H -25.660 -4.952 3.255 0.532
H -27.189 -7.196 2.803 0.377
H -27.299 -5.859 1.618 0.361
H -28.267 -8.005 0.778 0.529
H -27.056 -7.243 -0.247 0.267
H -26.535 -9.702 -0.099 -0.144
H -26.748 -9.578 1.709 0.503
H -23.180 -10.209 1.060 -0.155
H -24.639 -11.042 0.707 0.455
H -24.472 -10.495 2.365 0.374
H -23.327 -8.438 -0.656 -0.372
H -24.889 -7.583 -0.832 0.265
H -24.772 -9.311 -1.194 -0.035
H -22.962 -7.371 1.232 -0.354
C -26.867 -11.724 -2.270 -1.519
C -25.740 -12.749 -2.357 0.840
C -25.577 -13.219 -3.743 -1.369
O -24.529 -12.147 -1.926 -0.073
H -27.257 -11.665 -1.260 0.299
H -27.693 -12.098 -2.878 0.487
H -26.547 -10.735 -2.548 0.294
H -26.013 -13.569 -1.698 0.271
H -25.180 -12.415 -4.351 0.300
H -26.517 -13.543 -4.162 0.483
H -24.934 -14.094 -3.720 0.200
H -23.900 -12.838 -2.199 -0.140
C -15.589 -12.521 -0.335 -0.645
C -15.006 -11.548 0.664 0.424
C -15.925 -11.111 1.761 -0.291
O -13.826 -12.027 1.222 -0.594
H -14.787 -12.853 -1.000 0.420
H -16.373 -12.055 -0.926 0.180
H -16.049 -13.347 0.178 -0.181
H -14.649 -10.660 0.172 0.260
H -15.968 -11.967 2.455 0.397
H -16.918 -10.858 1.391 -0.441
H -15.507 -10.235 2.242 0.260
H -13.921 -12.533 2.039 0.336
C -21.826 -9.903 -4.189 -1.798
C -21.290 -10.748 -2.984 1.291
C -19.840 -10.563 -2.537 -0.644
O -22.030 -10.424 -1.754 1.032
H -22.904 -10.033 -4.300 0.333
H -21.191 -10.077 -5.041 0.423
H -21.767 -8.819 -4.020 0.328
H -21.454 -11.815 -3.212 -0.306
H -19.527 -11.454 -1.990 -0.025
H -19.828 -9.633 -1.970 -0.193
H -19.149 -10.302 -3.340 0.518
H -22.928 -10.789 -1.778 -0.416
C -22.779 -10.157 5.052 -0.752
C -23.784 -9.127 5.635 0.385
C -23.237 -7.721 5.856 -1.054
O -24.990 -9.077 4.858 -0.674
H -22.232 -10.614 5.865 0.602
H -22.138 -9.746 4.271 -0.212
H -23.363 -10.921 4.500 0.230
H -24.174 -9.518 6.564 0.428
H -24.034 -7.090 6.262 0.372
H -22.855 -7.329 4.913 -0.090
H -22.366 -7.725 6.516 0.456
H -24.857 -8.668 3.976 -0.094
C -18.762 -13.155 6.937 -1.832
C -19.437 -13.145 5.619 0.904
C -18.705 -12.174 4.627 -0.823
O -19.535 -14.508 5.212 -0.456
H -18.505 -12.177 7.316 0.419
H -17.790 -13.607 6.763 0.488
H -19.369 -13.665 7.675 0.444
H -20.450 -12.729 5.651 -0.051
H -18.580 -11.205 5.131 0.434
H -19.268 -12.105 3.688 -0.227
H -17.677 -12.488 4.380 0.306
H -19.185 -15.147 5.839 0.332
C -19.440 -12.810 0.825 -0.942
C -20.946 -13.033 0.851 1.332
C -21.616 -12.449 2.073 -1.277
O -21.455 -12.678 -0.408 0.194
H -18.920 -13.437 1.568 0.188
H -19.203 -11.729 0.884 -0.142
H -19.065 -13.057 -0.158 0.475
H -21.058 -14.133 0.892 -0.314
H -22.685 -12.654 2.065 0.458
H -21.429 -11.387 2.183 -0.338
H -21.145 -12.912 2.937 0.616
H -21.370 -11.717 -0.533 -0.881
C -20.398 -15.154 -2.924 -1.136
C -21.840 -15.296 -2.844 0.501
C -22.341 -16.415 -2.034 -0.920
O -22.410 -14.112 -2.443 -0.384
H -19.869 -16.033 -3.278 0.540
H -20.001 -14.925 -1.914 -0.096
H -20.216 -14.330 -3.615 0.335
H -22.334 -15.443 -3.822 0.276
H -22.024 -17.379 -2.376 0.491
H -23.423 -16.326 -2.048 0.293
H -21.918 -16.398 -1.030 -0.150
H -22.004 -13.740 -1.616 0.223
```


- Which formula does entry 2 have?
  C48H113N3O10


- Among the records above, which one has the lowest charge?
  C48H113N3O10